# 1
ORCA calculation (wB97M-V/def2-TZVPD) on 9 unconnected molecules or ions with the total composition C15H48O12 in a non-equilibrium geometry.

The geometry in ORCA input format:
```
! wB97M-V def2-TZVPD RIJCOSX def2/J DEFGRID3
* xyz 0 1
C 5.55459 -2.62547 0.81527
O 4.21599 -2.32607 1.02178
C 3.56629 -1.82770 -0.13611
C 3.82305 -0.36136 -0.33614
O 3.42764 -0.04454 -1.64672
C 3.33979 1.32754 -1.90965
H 5.70451 -3.31904 -0.02422
H 5.95979 -3.07758 1.71833
H 6.16580 -1.73482 0.59579
H 2.49286 -1.98477 -0.02208
H 3.88617 -2.38695 -1.02481
H 4.89923 -0.15511 -0.21208
H 3.28203 0.21674 0.42065
H 2.34672 1.59323 -2.28990
H 4.02571 1.65495 -2.70727
H 3.59217 1.95359 -1.04752
C -3.38046 1.90438 -0.91062
O -4.03756 0.73342 -0.39858
C -3.69971 -0.46365 -1.04085
C -3.80615 -0.42404 -2.55502
O -4.03653 -1.70806 -3.08455
C -2.84636 -2.41859 -3.33224
H -3.67409 2.10722 -1.93997
H -2.29654 1.83494 -0.79195
H -3.70373 2.72429 -0.26780
H -4.32505 -1.26493 -0.63742
H -2.67686 -0.76754 -0.74192
H -2.89173 0.03035 -2.95802
H -4.66406 0.19814 -2.82510
H -3.09783 -3.36160 -3.82240
H -2.31669 -2.67868 -2.40623
H -2.18983 -1.86420 -4.01538
C -1.19677 2.79845 2.19962
O -0.88553 3.14985 0.85131
C 0.34353 2.70580 0.34042
C 0.56505 3.51193 -0.87320
O -0.26341 3.08487 -1.93446
C -0.74658 4.16448 -2.72880
H -0.98707 1.75615 2.44441
H -2.27302 2.93396 2.27897
H -0.71107 3.49827 2.88960
H 0.33642 1.62481 0.12079
H 1.16453 2.86916 1.05882
H 1.58971 3.59245 -1.24746
H 0.27715 4.52846 -0.56988
H -1.04018 3.74930 -3.69418
H 0.02298 4.92006 -2.92533
H -1.60755 4.64422 -2.25293
C -0.03537 -4.70020 -1.22891
O 0.22504 -3.30260 -1.03707
H 0.90340 -5.25221 -1.37032
H -0.43291 -5.07205 -0.28896
H -0.69185 -4.87159 -2.07836
H 0.66886 -2.93338 -1.80691
C -1.23877 -1.97011 4.16769
O -1.11572 -0.82909 3.33344
H -1.51701 -1.69365 5.18450
H -1.98716 -2.61132 3.70673
H -0.30593 -2.54503 4.21165
H -0.33165 -0.32937 3.59310
C 2.05264 0.58308 3.42583
O 1.29237 0.34236 4.57925
H 1.41796 0.37619 2.56203
H 2.40260 1.62111 3.36923
H 2.91883 -0.07955 3.35009
H 1.86071 0.39238 5.35092
O -0.23820 -1.12005 0.63396
H -0.28420 -1.99051 0.19785
H -0.59347 -1.23199 1.53498
O -0.71362 0.14811 -1.93744
H -0.51122 -0.20171 -1.05240
H -0.53532 1.09661 -1.87360
O -3.58541 0.49808 2.37360
H -2.96707 -0.19897 2.13105
H -3.88490 0.85919 1.52311
*
```

Electronic energy: -40899.025 eV
HOMO: -8.840 eV
Structure (SMILES): COCCOC.COCCOC.COCCOC.CO.CO.CO.O.O.O
Frontier orbital gap: 9.31 eV
Energy relative to the best compared isomer or geometry (same formula, charge and spin): 31.9 kcal/mol



# 2
ORCA calculation (wB97M-V/def2-TZVPD) on 9 unconnected molecules or ions with the total composition C15H48O13 in a non-equilibrium geometry.

The geometry in ORCA input format:
```
! wB97M-V def2-TZVPD RIJCOSX def2/J DEFGRID3
* xyz 0 1
O 33.50110 -14.80176 -12.03383
C 32.82090 -14.81601 -10.81234
C 33.32073 -15.97027 -9.86882
O 34.18211 -15.38257 -8.91861
H 32.87639 -14.75410 -12.76120
H 32.69665 -13.77339 -10.51975
H 31.82330 -15.03580 -11.19261
H 33.66101 -16.88062 -10.36234
H 32.44659 -16.38947 -9.37056
H 33.54728 -15.17263 -8.22977
O 24.65832 -7.88725 -6.85543
C 24.27053 -6.59578 -7.19391
C 24.60068 -5.58882 -6.10230
O 23.64041 -5.65748 -5.09223
H 24.26020 -7.94459 -5.98375
H 24.76080 -6.53110 -8.16528
H 23.19690 -6.73153 -7.32419
H 24.74076 -4.58560 -6.50484
H 25.52395 -5.71169 -5.53609
H 23.90927 -6.07768 -4.27202
O 19.08460 -7.35331 -10.83109
C 19.85862 -6.73038 -11.86935
C 20.88750 -7.74051 -12.45744
O 21.95516 -7.11250 -13.28614
H 19.72569 -7.57720 -10.15251
H 19.21284 -6.60654 -12.73867
H 20.41840 -5.86492 -11.51477
H 20.53320 -8.61784 -12.99861
H 21.35817 -8.13496 -11.55689
H 22.75695 -7.64041 -13.29287
O 31.64323 -12.35580 -17.19004
C 31.05287 -11.20242 -17.84492
C 31.96722 -9.90614 -18.12172
O 33.38622 -10.21088 -18.12451
H 32.39961 -12.65024 -17.70267
H 30.63347 -11.53481 -18.79451
H 30.07207 -11.05333 -17.39336
H 31.80817 -9.22429 -17.28632
H 31.66042 -9.44587 -19.06093
H 33.70510 -10.59566 -18.94418
C 28.77200 -12.93838 -4.42922
C 29.37124 -14.28971 -4.07402
O 30.71490 -14.33809 -4.53109
H 29.44158 -12.08671 -4.30912
H 27.94235 -12.67024 -3.77508
H 28.48804 -12.87119 -5.47943
H 28.76913 -15.15575 -4.34886
H 29.24106 -14.38830 -2.99633
H 31.17286 -15.14735 -4.29244
C 27.45267 -11.16225 -11.67055
C 28.33758 -9.91719 -11.86986
O 27.68435 -9.36908 -13.02623
H 27.31730 -11.74680 -12.58053
H 26.41337 -10.92817 -11.43995
H 27.70816 -11.75304 -10.79090
H 29.31939 -10.24538 -12.21108
H 28.30060 -9.14915 -11.09729
H 28.15852 -8.63940 -13.43160
C 28.72035 -3.82363 -14.60814
O 29.66218 -4.81165 -14.40885
H 29.21392 -2.87156 -14.80319
H 28.06989 -3.99801 -15.46523
H 28.05142 -3.79962 -13.74788
H 29.61823 -4.99168 -13.46691
C 28.93719 -18.10910 -15.26820
O 29.94598 -18.67438 -14.41406
H 28.27243 -18.92769 -15.54406
H 28.43446 -17.30374 -14.73270
H 29.34908 -17.72552 -16.20165
H 30.73558 -18.43719 -14.90586
C 32.11401 -3.86300 -9.10284
O 31.89518 -5.09446 -9.86583
H 32.58094 -4.11358 -8.15033
H 32.87987 -3.18455 -9.47871
H 31.14648 -3.36157 -9.07933
H 32.61740 -5.35010 -10.44432
*
```

Electronic energy: -42942.425 eV
HOMO: -9.892 eV
Structure (SMILES): OCCO.OCCO.OCCO.OCCO.CCO.CCO.CO.CO.CO
Frontier orbital gap: 10.10 eV
Energy relative to the best compared isomer or geometry (same formula, charge and spin): 132.4 kcal/mol



# 3
ORCA calculation (wB97M-V/def2-TZVPD) on a molecular structure, C15H50BNO21 in a non-equilibrium geometry.

The geometry in ORCA input format:
```
! wB97M-V def2-TZVPD RIJCOSX def2/J DEFGRID3
* xyz 0 1
C 1.57582 5.33287 6.74465
C 1.44182 4.58287 5.44465
C 2.68682 3.58187 5.19565
C 2.45282 2.84287 3.84265
N 3.56082 1.87287 3.43865
C 4.23382 1.36988 4.67565
C 5.41082 2.19187 5.21365
C 5.73582 2.97587 3.92065
C 4.71182 2.64987 2.89565
C 3.17082 0.75087 2.58265
C 2.37382 1.35687 1.33365
C 1.49282 0.15087 0.67765
H 2.41782 6.26587 6.45665
H 2.11482 4.92087 7.71165
H 0.54082 5.83887 7.03565
H 1.20882 5.30487 4.71365
H 0.43582 3.99887 5.51365
H 2.86582 2.96687 6.08665
H 3.63682 4.21887 4.98865
H 2.45882 3.47387 3.01965
H 1.59082 2.19187 3.78765
H 4.83582 0.47487 4.17165
H 3.53582 0.90987 5.25965
H 6.20182 1.41187 5.46165
H 5.21382 2.67287 6.27965
H 6.73082 2.95387 3.50165
H 5.77282 4.03387 4.31665
H 5.12482 2.09687 2.03965
H 4.39582 3.69487 2.57265
H 2.37082 0.03287 3.06765
H 3.91582 0.07987 2.25565
H 2.90182 1.70887 0.54165
H 1.71682 2.10087 1.76365
H 0.51282 -0.03213 1.32665
H 2.09582 -0.64513 0.80865
H 1.02982 0.39787 -0.22935
O -2.05918 -0.27613 0.58165
C -2.36018 -0.58613 -0.53135
O -1.69818 -1.49413 -1.12435
B -2.32818 -1.57113 -2.43935
O -3.46118 -0.74313 -2.37035
C -3.42618 -0.20113 -1.31935
O -4.17218 0.79787 -1.03135
O -2.63618 -3.00113 -2.69335
C -2.21518 -3.23713 -3.87935
O -2.50218 -4.25013 -4.55035
C -1.26618 -2.23413 -4.21535
O -1.36018 -1.25512 -3.54035
O -0.56418 -2.27713 -5.18435
O 1.24882 -0.74713 -2.55235
H 1.04382 -0.44313 -3.56035
H 0.90182 -1.46213 -2.11635
O -4.50918 2.04287 -3.83035
H -4.56418 1.33387 -3.10235
H -4.10118 2.87087 -3.41035
O -0.70418 -1.87413 -8.03835
H -0.70118 -0.77813 -8.18035
H -0.56418 -1.92013 -7.12535
O -6.80018 1.35187 -0.39435
H -6.93718 2.35487 -0.74535
H -5.92718 0.77187 -0.53135
O -3.37918 3.04487 1.21165
H -3.84718 2.59887 1.70665
H -2.98918 2.67587 0.55065
O -2.42918 -7.23213 -6.66235
H -2.18018 -6.32013 -6.65135
H -1.82218 -7.60113 -6.00035
O 0.27582 -4.65613 -3.07435
H 0.90782 -3.98813 -3.30635
H 0.31682 -4.25013 -2.28235
O -5.61018 -2.91613 -2.17135
H -5.43318 -2.44913 -2.99835
H -6.37718 -3.57212 -2.43935
O -0.53718 -2.56912 1.73365
H -0.89218 -1.79213 1.48865
H -0.32718 -2.52813 2.67265
O -2.68118 -6.07213 -2.38335
H -2.97518 -5.70312 -1.42835
H -2.37618 -5.39313 -3.06035
O 1.84382 -0.57913 -5.20035
H 1.05182 -0.84313 -5.35435
H 2.00482 0.28987 -5.60735
O -3.73418 0.37687 2.59765
H -4.32818 -0.37113 2.52465
H -3.13518 0.13487 1.86065
O -0.81718 -4.78713 -7.12635
H -0.09018 -5.14313 -6.63935
H -1.24918 -4.26013 -6.49335
*
```

Electronic energy: -61523.459 eV
HOMO: -9.545 eV
Frontier orbital gap: 8.50 eV
Energy relative to the best compared isomer or geometry (same formula, charge and spin): 83.7 kcal/mol



Number 1: LUMO energy 0.472 eV. Number 2: LUMO energy 0.211 eV. Number 3: LUMO energy -1.046 eV.